1.
Molecular formula: C28H54InOP2
Method: DFT, ωB97M-V/def2-TZVPD

```
86
Properties=species:S:1:pos:R:3:lowdin_charge:R:1
In 0.38391 0.01773 0.01203 0.777
C -2.27938 1.77060 0.35482 -0.261
C -2.78778 0.88173 -0.63185 -0.200
C -2.45111 -0.34177 1.29396 -0.231
C -2.13736 1.03237 1.57375 -0.202
C -2.87920 -0.41866 -0.06404 -0.236
C -2.05856 3.22579 0.17479 -0.045
H -1.64710 3.44839 -0.82028 0.070
H -1.37570 3.62764 0.93292 0.055
H -3.02073 3.75006 0.26885 0.099
C -1.95435 1.58233 2.93459 -0.009
H -1.72881 2.65627 2.92095 0.077
H -1.15388 1.05803 3.47510 0.058
H -2.89243 1.44917 3.50052 0.115
C -2.48622 -1.45229 2.26995 -0.021
H -3.52780 -1.63048 2.58461 0.107
H -1.88640 -1.22609 3.15909 0.048
H -2.09781 -2.38847 1.83749 0.073
C -3.42485 -1.62325 -0.72623 -0.034
H -4.52864 -1.62691 -0.66297 0.107
H -3.06729 -2.54076 -0.24786 0.063
H -3.15648 -1.64990 -1.79488 0.070
C -3.22027 1.27422 -1.99532 -0.002
H -4.21372 1.77454 -1.97034 0.117
H -3.31629 0.40348 -2.66279 0.065
H -2.52352 1.98165 -2.46818 0.074
C 1.36911 0.61740 -3.17500 -0.162
C 0.33770 1.46483 -3.31539 -0.129
C -0.29035 1.70622 -4.65246 -0.173
C -1.16809 0.58554 -5.27685 -0.172
C -1.27186 -0.69759 -4.51069 -0.114
C -0.23759 -1.53086 -4.38884 -0.114
C 1.09253 -1.23201 -5.00928 -0.178
C 1.94300 -0.11841 -4.34396 -0.179
H 0.49689 1.94926 -5.37946 0.115
H -0.79211 0.39215 -6.29707 0.117
H -0.92091 2.60149 -4.57863 0.108
H 2.19869 0.61006 -5.12535 0.116
H 1.95749 0.52396 -2.24684 0.051
H -0.02327 2.11314 -2.50606 0.082
H 2.88703 -0.57609 -4.02685 0.104
H 1.68726 -2.15976 -5.02195 0.108
H -0.31750 -2.50526 -3.90117 0.096
H 0.96244 -0.96509 -6.07311 0.117
H -2.18609 0.98392 -5.42317 0.111
H -2.26688 -0.93432 -4.13460 0.090
P 1.71713 2.16895 0.79305 0.750
C 1.20849 2.91903 2.37059 -0.225
H 2.02069 3.53252 2.79360 0.074
H 0.96558 2.11239 3.06881 0.001
H 0.31841 3.54640 2.24451 0.037
C 3.36434 1.43746 1.04329 -0.248
H 4.06655 2.16548 1.47964 0.066
H 3.75939 1.08622 0.07910 0.045
H 3.26228 0.57274 1.71952 0.031
C 1.81386 3.55779 -0.37344 -0.239
H 2.21093 3.21861 -1.33863 0.045
H 2.45661 4.35474 0.03565 0.067
H 0.80395 3.96367 -0.53596 0.042
P 0.87270 -2.55147 -0.08988 0.743
C -0.42794 -3.64642 -0.71572 -0.237
H -0.01276 -4.56271 -1.16657 0.068
H -1.03176 -3.11489 -1.47060 0.028
H -1.09631 -3.94080 0.11229 0.056
C 2.45869 -2.61608 -0.97821 -0.246
H 2.30031 -2.64461 -2.06348 0.045
H 3.05412 -3.48504 -0.64891 0.067
H 3.03615 -1.70530 -0.74232 0.041
C 1.22953 -3.19990 1.56968 -0.251
H 1.45878 -4.27868 1.55867 0.077
H 0.36814 -3.00766 2.21908 0.034
H 2.07662 -2.64383 1.97319 0.022
C 2.46685 -1.47558 4.08279 -0.056
C 1.13463 -0.69270 4.08204 -0.787
C 0.04935 -1.53492 4.78304 -0.051
C 1.36301 0.56521 4.93316 -0.065
O 0.73872 -0.37978 2.80359 -0.330
H 2.98772 -1.41876 5.05237 0.088
H 3.13475 -1.06511 3.31847 0.064
H 2.29500 -2.53081 3.84675 0.058
H 0.36924 -1.89249 5.77602 0.092
H -0.86250 -0.93873 4.90780 0.071
H -0.22047 -2.40550 4.17543 0.062
H 2.17429 1.16605 4.50389 0.073
H 0.45664 1.18434 4.96068 0.071
H 1.63263 0.31623 5.97505 0.091
```

Output
charge = +1
HOMO-LUMO gap (spin up / spin down) = 6.04 / 5.32 eV

2.
Molecular formula: C28H54OsP2Si
Method: DFT, ωB97M-V/def2-TZVPD

```
86
Properties=species:S:1:pos:R:3:lowdin_charge:R:1
Os 0.21274 -0.66313 0.45755 1.240
C -0.49712 -2.36335 1.68464 -0.346
C 0.90841 -2.45194 1.28751 -0.438
C 0.75338 -1.08758 3.18181 -0.188
C -0.54246 -1.57896 2.89931 -0.226
C 1.64520 -1.56706 2.17505 -0.304
C -1.59649 -3.30376 1.29302 -0.022
H -1.28473 -3.97735 0.48355 0.081
H -2.49678 -2.76043 0.98156 0.071
H -1.87580 -3.92537 2.15374 0.112
C -1.75300 -1.36087 3.71947 -0.003
H -2.65164 -1.72777 3.20665 0.095
H -1.90716 -0.29699 3.94905 0.041
H -1.67394 -1.88463 4.68481 0.122
C 1.12921 -0.20628 4.31246 0.010
H 1.23510 -0.77579 5.24557 0.121
H 0.37770 0.57022 4.49186 0.045
H 2.08835 0.29531 4.11839 0.089
C 3.13132 -1.52343 2.27815 -0.026
H 3.46568 -2.17472 3.10466 0.120
H 3.48784 -0.51003 2.50531 0.065
H 3.60810 -1.87994 1.36294 0.073
C 1.54595 -3.58414 0.52662 -0.024
H 2.02608 -4.30066 1.21291 0.115
H 2.33119 -3.20493 -0.14291 0.083
H 0.81144 -4.13810 -0.06717 0.081
C -1.63422 0.42859 -3.92268 -0.161
C -1.65682 -0.92023 -3.85075 -0.187
C -0.89686 -1.75797 -4.85370 -0.161
C 0.59464 -1.36647 -5.01468 -0.153
C 1.23326 -0.75572 -3.78528 -0.116
C 1.32016 0.59266 -3.61095 -0.160
C 0.62660 1.58730 -4.52248 -0.149
C -0.84257 1.22336 -4.93131 -0.140
H -1.40427 -1.65456 -5.82789 0.135
H 0.71762 -0.68802 -5.87711 0.118
H -0.93845 -2.82717 -4.58822 0.119
H -0.84177 0.72920 -5.91961 0.121
H -2.37355 1.01804 -3.36618 0.107
H -2.46487 -1.44272 -3.32185 0.104
H -1.39321 2.17444 -5.05282 0.128
H 0.58604 2.57851 -4.04149 0.114
H 2.14314 1.00971 -3.04043 0.079
H 1.23434 1.71253 -5.43441 0.137
H 1.17773 -2.28139 -5.24503 0.131
H 1.84740 -1.44632 -3.20890 0.097
P -1.32146 -0.30504 -1.13046 0.820
P 1.86096 0.95481 -0.03965 0.812
C -0.53375 1.32136 -1.58592 -0.368
C 0.68650 2.03480 -0.93396 -0.335
H -1.33782 2.04717 -1.78737 0.119
H -0.10693 0.98625 -2.54180 -0.003
H 1.27002 2.50211 -1.74379 0.091
H 0.34478 2.83824 -0.26688 0.095
C 2.91849 1.99596 0.99152 -0.188
H 3.49881 1.37396 1.68875 0.049
H 2.32643 2.71515 1.57043 0.021
H 3.63072 2.55511 0.35950 0.083
C 2.99828 -0.08800 -1.01127 -0.227
H 3.50730 0.47375 -1.80004 0.065
H 2.43539 -0.91098 -1.46554 0.012
H 3.75447 -0.53252 -0.35579 0.058
C -3.09755 -0.34011 -0.94806 -0.181
H -3.37817 -1.24440 -0.38569 0.063
H -3.64245 -0.33228 -1.90469 0.070
H -3.40274 0.53322 -0.35309 0.072
C -0.59641 -1.94911 -1.62455 -0.233
H 0.22313 -2.26161 -0.94819 -0.005
H -0.10785 -1.89869 -2.60039 0.018
H -1.36013 -2.73801 -1.61837 0.092
C -2.23785 3.81365 2.32627 -0.183
Si -1.11644 2.40242 2.92040 0.474
C 0.54982 3.16030 3.28459 -0.193
C -1.87756 1.97407 4.61319 -0.192
C -1.09898 1.04093 1.50399 -0.318
H -2.24584 4.63389 3.05737 0.046
H -3.27884 3.49012 2.19506 0.039
H -1.89368 4.23196 1.37238 0.025
H 0.48070 3.75589 4.20957 0.059
H 1.33919 2.42002 3.43530 0.003
H 0.84503 3.84741 2.48519 0.030
H -2.86856 1.50554 4.53891 0.042
H -1.25671 1.34983 5.26547 0.021
H -2.02651 2.92265 5.15332 0.052
H -2.03664 0.48754 1.73275 -0.008
H -1.36003 1.70055 0.65084 -0.045
```

Output
charge = +2
HOMO-LUMO gap (spin up / spin down) = 5.49 / 6.36 eV
energy above the lowest of the compared OMol25 structures with the same formula, charge and spin = 0.00 kJ/mol
multiplicity = 5

3.
Molecular formula: C28H55BN9O4S2
Method: DFT, ωB97M-V/def2-TZVPD

```
99
Properties=species:S:1:pos:R:3:lowdin_charge:R:1
C 0.70767 -5.73168 -1.27179 -0.128
C 1.99798 -5.13369 -0.57339 -0.210
C 2.42112 -3.69860 -1.14391 -0.184
N 2.06893 -2.69156 -0.09298 -0.009
N 1.27752 -1.63909 -0.54522 -0.161
C -0.10843 -2.02209 -0.85588 -0.128
B -0.99969 -1.72604 0.49991 -0.390
O -0.37012 -1.17876 1.62637 0.098
C -2.58721 -2.08002 0.52307 -0.126
C -3.30181 -1.36835 1.76527 -0.090
C -0.83819 -1.26299 -2.03050 -0.067
N 0.04594 -0.54781 -2.99238 0.105
C 1.02970 0.31291 -2.24153 -0.318
C 0.36231 1.40471 -1.33211 -0.088
C -0.99684 2.01806 -1.86540 -0.168
C -2.05814 2.05651 -0.69899 -0.157
C -3.56400 1.96790 -1.15909 -0.210
N -3.82558 0.97818 -2.22762 -0.020
C -5.19384 0.47526 -2.22617 -0.500
N -6.25100 1.19094 -2.25562 0.149
N -5.41538 -0.96790 -2.24169 0.086
C 1.99020 0.91080 -3.38428 -0.111
C 1.51597 2.28881 -3.97671 -0.219
C 2.18162 3.48711 -3.16150 -0.461
S 1.09602 4.97309 -3.01930 0.832
C 1.41316 5.52265 -1.28875 -1.003
S 2.78225 6.33161 -0.89177 0.776
N 0.47432 5.23221 -0.22906 -0.160
C -0.81022 5.74652 0.02379 -0.069
C -1.33399 5.12390 1.21611 -0.124
N -0.35683 4.21820 1.70753 0.050
C 0.65299 4.32824 0.83037 -0.198
C 1.94729 -0.67842 -1.41474 -0.208
C 2.88878 0.24862 -0.48356 -0.076
C 2.47201 0.27081 1.02668 -0.137
O 3.48526 1.06397 1.73587 -0.056
C 4.61060 0.30091 2.01911 -0.501
C 5.96781 0.85331 1.42198 0.013
O 4.63647 -0.68973 2.69466 0.122
H -0.15540 -5.74572 -0.54275 0.072
H 0.33865 -5.10107 -2.13529 0.057
H 0.82680 -6.78140 -1.63294 0.071
H 2.83092 -5.87103 -0.68730 0.100
H 1.75177 -5.03341 0.51980 0.108
H 3.53116 -3.75368 -1.29938 0.114
H 1.91236 -3.47621 -2.11721 0.104
H 2.95524 -2.38261 0.30561 0.119
H -0.26756 -3.13039 -1.03515 0.136
H -0.29377 -1.86626 2.32162 0.097
H -2.70309 -3.19551 0.56208 0.117
H -3.10454 -1.64959 -0.38671 0.071
H -4.38436 -1.65561 1.76511 0.082
H -3.25993 -0.25589 1.58601 0.073
H -2.78291 -1.60065 2.72368 0.053
H -1.41228 -2.02430 -2.63534 0.155
H -1.64013 -0.60364 -1.59136 0.104
H -0.44555 -0.05672 -3.74895 0.180
H 0.62616 -1.26862 -3.45589 0.183
H 0.10789 0.89061 -0.35799 0.113
H 1.05467 2.23582 -1.04365 0.102
H -1.41757 1.52513 -2.77952 0.085
H -0.78903 3.08794 -2.15760 0.078
H -1.90433 1.29164 0.10636 0.106
H -1.94189 3.06073 -0.19692 0.091
H -3.89083 2.99471 -1.49797 0.119
H -4.16867 1.72072 -0.24150 0.132
H -3.52870 1.30258 -3.14597 0.111
H -5.96155 2.17661 -2.27665 0.051
H -4.57547 -1.46383 -1.94276 0.040
H -5.62959 -1.18892 -3.22125 0.086
H 1.98514 0.16609 -4.23900 0.127
H 3.05407 0.99243 -3.05902 0.127
H 0.41381 2.40214 -4.12111 0.096
H 1.96593 2.36160 -5.00968 0.120
H 2.59486 3.14944 -2.16914 0.071
H 3.08963 3.82125 -3.74141 0.089
H -1.35690 6.49052 -0.59030 0.122
H -2.31626 5.27241 1.71043 0.107
H 1.54662 3.69128 1.04437 0.134
H 2.67208 -1.12822 -2.17124 0.150
H 3.04339 1.27083 -0.91787 0.105
H 3.90904 -0.24154 -0.52335 0.128
H 2.45428 -0.72313 1.53201 0.117
H 1.50159 0.77404 1.24928 0.122
H 6.36277 1.63746 2.11422 0.094
H 5.71889 1.36104 0.44763 0.074
H 6.68678 0.03678 1.18538 0.090
C -1.34512 -0.90512 5.05208 -0.005
C -0.94031 -2.35013 5.19454 -0.532
O -0.55066 -3.02308 4.24208 0.016
N -1.01652 -2.90543 6.42733 0.012
C -1.44694 -2.28202 7.66364 -0.067
H -1.23239 -0.59684 4.01452 0.060
H -2.39060 -0.77786 5.33912 0.094
H -0.70587 -0.27362 5.67125 0.094
H -0.73067 -3.87357 6.45032 0.145
H -0.62811 -2.33571 8.38296 0.088
H -2.30143 -2.83752 8.05363 0.087
H -1.73021 -1.24343 7.52036 0.075
```

Output
charge = +1
HOMO-LUMO gap = 7.20 eV

4.
Molecular formula: C28H55CoN11O3S
Method: DFT, ωB97M-V/def2-TZVPD

```
99
Properties=species:S:1:pos:R:3:lowdin_charge:R:1
Co -0.14407 -0.59273 -0.88232 0.661
C -4.33893 -0.96999 1.45378 -0.066
N -4.36914 -0.39150 0.12733 -0.155
C -5.65363 0.09777 -0.32367 -0.057
C -3.19669 -0.06090 -0.52539 -0.381
N -2.22913 -0.90110 -0.65945 0.100
C -2.53155 -2.31806 -0.46904 -0.175
C -1.37696 -3.19108 -0.94190 -0.157
N -0.08816 -2.71135 -0.43025 -0.183
C 1.00973 -3.11660 -1.32957 -0.165
C 2.24085 -2.26526 -1.11421 -0.194
N 1.91051 -0.88096 -1.38602 0.059
C 2.86967 -0.06073 -1.66259 -0.413
N 4.20421 -0.43003 -1.58406 -0.156
C 5.14715 0.05875 -2.56911 -0.066
C 4.82593 -0.88882 -0.35826 -0.095
N 2.60941 1.19298 -2.13799 -0.138
C 1.57638 1.46154 -3.11733 -0.033
C 3.46320 2.31298 -1.81749 -0.071
C 0.15483 -3.21510 0.93068 -0.148
C -0.70175 -2.60885 2.04664 -0.206
N -0.77381 -1.17202 2.11246 0.101
C -0.30654 -0.56041 3.14047 -0.389
N -0.71355 0.71254 3.43255 -0.130
C -1.80436 1.31853 2.69895 -0.058
C -0.01869 1.56316 4.37322 -0.060
N 0.57564 -1.11140 4.08230 -0.201
C 1.81938 -1.71257 3.67215 -0.089
C 0.18496 -1.31987 5.45272 -0.074
N -3.20887 1.20655 -1.07113 -0.132
C -2.42770 1.50135 -2.25967 -0.043
C -3.36407 2.31562 -0.14462 -0.051
H -4.94230 -0.35821 2.13274 0.091
H -3.31552 -0.98138 1.82937 0.062
H -4.74468 -1.98731 1.46834 0.092
H -6.37805 -0.72065 -0.29454 0.089
H -5.57086 0.45297 -1.34639 0.094
H -6.03885 0.91138 0.30374 0.082
H -3.40634 -2.57308 -1.07469 0.136
H -2.76855 -2.54887 0.56826 0.062
H -1.36769 -3.14404 -2.02622 0.089
H -1.55789 -4.23012 -0.63354 0.133
H 0.67389 -2.96004 -2.35321 0.118
H 1.25389 -4.17969 -1.19490 0.133
H 3.04829 -2.61705 -1.76531 0.133
H 2.58962 -2.37523 -0.08129 0.090
H 4.62446 0.34264 -3.48032 0.096
H 5.84047 -0.75071 -2.81199 0.090
H 5.73750 0.91009 -2.21050 0.083
H 4.07822 -1.21013 0.35729 0.036
H 5.39608 -0.07916 0.11161 0.084
H 5.50982 -1.71507 -0.57496 0.091
H 2.03911 1.71155 -4.08143 0.094
H 0.95995 2.31093 -2.80567 0.077
H 0.93512 0.58936 -3.22058 0.053
H 4.12412 2.06558 -0.98852 0.082
H 2.84321 3.15972 -1.50767 0.074
H 4.05636 2.63931 -2.68121 0.091
H 1.20532 -3.05736 1.16468 0.096
H -0.03200 -4.29849 0.95471 0.128
H -0.35912 -3.05679 2.99000 0.111
H -1.72994 -2.95148 1.91030 0.089
H -2.00584 0.72233 1.81476 0.044
H -1.52573 2.32973 2.39167 0.083
H -2.70300 1.39008 3.32493 0.094
H 0.98094 1.18101 4.55339 0.085
H -0.55413 1.63954 5.32772 0.085
H 0.07306 2.56713 3.95287 0.084
H 2.04583 -1.38963 2.65753 0.030
H 1.80289 -2.81139 3.71609 0.083
H 2.62789 -1.36514 4.32523 0.089
H -0.75798 -0.81417 5.65382 0.088
H 0.94678 -0.93407 6.14056 0.086
H 0.05426 -2.38956 5.66721 0.085
H -1.35511 1.52307 -2.07793 0.044
H -2.75573 2.46830 -2.64666 0.094
H -2.62635 0.73836 -3.00801 0.089
H -3.94731 2.00232 0.72021 0.083
H -3.87844 3.14390 -0.63654 0.092
H -2.39110 2.66545 0.21901 0.064
O -0.01686 1.27814 -0.24047 -0.223
N 0.70559 2.36314 -0.03463 -0.176
C 0.21308 3.50584 -0.56581 -0.067
C 0.74318 4.73691 -0.30273 -0.074
C 1.85477 4.81761 0.54302 -0.087
C 2.39249 3.65923 1.03448 -0.123
C 1.85637 2.37978 0.73947 -0.716
S 2.58255 0.97115 1.29394 0.689
H -0.65137 3.37105 -1.19842 0.111
H 0.28273 5.61743 -0.72572 0.103
H 2.28182 5.77966 0.79361 0.106
H 3.26227 3.66734 1.67464 0.097
C -0.97528 -0.86241 -5.26638 -0.007
C -1.25170 -1.29676 -3.81914 -0.703
O -2.22089 -2.03322 -3.60875 -0.014
O -0.41546 -0.84704 -2.96365 -0.140
H -1.91723 -0.78574 -5.80638 0.071
H -0.36840 -1.63415 -5.74273 0.076
H -0.43654 0.08366 -5.29748 0.062
```

Output
HOMO-LUMO gap (spin up / spin down) = 7.67 / 7.70 eV
multiplicity = 2

Asked for electronic energy across the records above, the calculation gives -2046.9957 -2161.3619 -2714.5249 -3708.8400 Eh in order.